Record 1
{"formula": "C6H39NO13", "method": "wB97M-V/def2-TZVPD", "species": ["C", "C", "C", "C", "C", "C", "N", "H", "H", "H", "H", "H", "H", "H", "H", "H", "H", "H", "H", "H", "H", "H", "O", "H", "H", "O", "H", "H", "O", "H", "H", "O", "H", "H", "O", "H", "H", "O", "H", "H", "O", "H", "H", "O", "H", "H", "O", "H", "H", "O", "H", "H", "O", "H", "H", "O", "H", "H", "O"], "positions_angstrom": [[-0.88, 0.42, 0.62], [-1.38, -0.96, 0.17], [-2.59, -1.48, 0.89], [-3.82, -1.00, 0.70], [-2.35, -2.44, 2.06], [-2.06, -1.64, 3.33], [0.13, 1.01, -0.23], [-0.47, 0.37, 1.62], [-1.76, 1.04, 0.72], [-1.57, -1.01, -0.91], [-0.56, -1.66, 0.39], [-4.03, -0.55, -0.26], [-4.58, -0.97, 1.47], [-1.68, -3.22, 1.70], [-3.24, -3.06, 2.14], [-1.96, -2.28, 4.20], [-1.25, -0.93, 3.19], [-2.94, -1.04, 3.46], [-0.12, 1.06, -1.20], [0.96, 0.46, -0.10], [2.36, 1.64, 3.50], [2.90, 0.65, 2.34], [2.18, 0.89, 2.94], [3.15, 1.36, -2.34], [4.49, 1.09, -1.73], [4.04, 1.73, -2.30], [0.47, -1.81, 2.46], [1.52, -0.66, 2.57], [1.25, -1.44, 2.05], [0.50, 0.88, -3.41], [1.32, -0.12, -4.18], [0.93, 0.01, -3.30], [2.62, -1.96, -1.09], [1.74, -1.01, -1.99], [1.95, -1.27, -1.07], [0.18, -2.39, -1.41], [0.58, -3.94, -1.45], [0.17, -3.22, -1.94], [2.27, 2.68, 0.14], [3.23, 3.26, -0.92], [2.52, 3.51, -0.31], [-1.41, -3.50, -3.00], [-2.63, -3.98, -2.32], [-2.38, -3.45, -3.07], [1.23, 3.13, 2.35], [2.09, 4.25, 1.74], [1.62, 3.98, 2.54], [-0.20, 3.59, -2.29], [1.13, 3.94, -1.96], [0.65, 3.60, -2.75], [-3.14, -0.54, -3.74], [-1.65, -1.06, -3.42], [-2.21, -0.30, -3.65], [-3.38, 3.53, 1.75], [-1.82, 3.27, 1.59], [-2.68, 3.15, 1.19], [4.29, -0.72, 0.67], [2.76, -0.73, 0.97], [3.53, -0.14, 0.87]], "e_homo_ev": -8.79, "homo_lumo_gap_ev": 8.6, "max_force_ev_per_a": 1.5}


Record 2
{"formula": "C5H34O15", "method": "wB97M-V/def2-TZVPD", "species": ["O", "C", "O", "C", "C", "C", "C", "H", "H", "H", "H", "H", "H", "H", "H", "H", "H", "O", "H", "H", "O", "H", "H", "O", "H", "H", "O", "H", "H", "O", "H", "H", "O", "H", "H", "O", "H", "H", "O", "H", "H", "O", "H", "H", "O", "H", "H", "O", "H", "H", "O", "H", "H", "O"], "positions_angstrom": [[-2.26, -0.27, 2.47], [-1.76, -0.16, 1.35], [-0.42, -0.29, 1.23], [-2.61, 0.05, 0.11], [-2.13, -0.68, -1.14], [-3.04, -0.54, -2.30], [-2.73, 0.15, -3.39], [0.01, -0.19, 0.34], [-3.62, -0.17, 0.39], [-2.60, 1.12, -0.09], [-1.08, -0.51, -1.38], [-1.84, -1.72, -0.92], [-4.04, -0.92, -2.25], [-1.81, 0.73, -3.44], [-3.25, 0.23, -4.33], [1.93, -0.38, 0.01], [1.48, -1.53, -1.05], [1.37, -0.62, -0.79], [1.61, 0.24, -4.86], [1.96, 1.15, -3.52], [2.19, 0.86, -4.42], [2.93, -2.60, 1.26], [3.35, -3.68, 0.20], [2.79, -3.49, 0.97], [1.80, 3.05, 1.52], [3.38, 3.03, 1.32], [2.54, 2.61, 1.07], [-3.96, 2.10, 2.34], [-4.12, 2.54, 0.81], [-3.50, 2.39, 1.57], [2.08, 0.13, 2.30], [2.61, 1.01, 1.14], [2.60, 0.08, 1.49], [-4.23, -2.56, 1.48], [-4.31, -1.20, 2.19], [-4.61, -1.68, 1.40], [-1.95, -3.41, 1.90], [-1.97, -4.15, 0.65], [-2.49, -3.47, 1.09], [2.02, 2.38, -1.44], [2.29, 3.22, -2.70], [2.63, 2.46, -2.15], [3.86, -2.83, -1.69], [2.72, -2.95, -2.70], [2.96, -3.18, -1.79], [3.43, -0.44, -1.13], [3.89, 0.56, -2.25], [4.18, -0.17, -1.66], [0.01, 3.71, 3.28], [-0.52, 3.26, 1.94], [0.25, 3.68, 2.34], [-0.08, 1.14, 4.11], [1.28, 0.58, 4.54], [0.74, 1.36, 4.57]], "e_homo_ev": -9.73, "homo_lumo_gap_ev": 9.7, "max_force_ev_per_a": 2.3}


Record 3
{"formula": "C5H8O2", "method": "wB97M-V/def2-TZVPD", "species": ["C", "C", "C", "C", "O", "C", "O", "H", "H", "H", "H", "H", "H", "H", "H"], "positions_angstrom": [[-1.14, 0.27, 0.42], [-0.89, -0.65, -0.79], [0.49, -1.14, -0.36], [0.73, 0.06, 0.54], [1.06, -0.02, 1.83], [1.21, 1.33, -0.17], [1.41, 1.40, -1.36], [-0.16, 0.30, 1.47], [-1.75, -0.22, 1.19], [-1.53, 1.28, 0.23], [-0.82, -0.05, -1.70], [-1.65, -1.42, -0.92], [0.45, -2.04, 0.26], [1.24, -1.26, -1.15], [1.37, 2.17, 0.52]], "e_homo_ev": -9.27, "homo_lumo_gap_ev": 9.4, "max_force_ev_per_a": 0.6}


Record 4
{"formula": "C6H11O2", "method": "wB97M-V/def2-TZVPD", "species": ["O", "C", "O", "C", "C", "C", "C", "C", "H", "H", "H", "H", "H", "H", "H", "H", "H", "H", "H"], "positions_angstrom": [[1.97, 1.32, -1.93], [1.57, 0.19, -1.79], [0.99, -0.66, -2.50], [1.73, -0.43, -0.32], [1.00, 0.42, 0.71], [-0.35, 0.98, 0.25], [-1.37, -0.07, -0.19], [-1.96, -0.85, 0.98], [1.37, -1.47, -0.31], [2.82, -0.45, -0.21], [0.88, -0.11, 1.64], [1.65, 1.27, 0.89], [-0.76, 1.58, 1.07], [-0.16, 1.71, -0.52], [-2.17, 0.44, -0.71], [-0.92, -0.78, -0.89], [-2.52, -1.70, 0.60], [-1.16, -1.18, 1.66], [-2.64, -0.22, 1.55]], "e_homo_ev": [-10.59, -10.50], "homo_lumo_gap_ev": [11.5, 7.4], "multiplicity": 2, "max_force_ev_per_a": 1.5, "s2": 0.756}


Record 5
{"formula": "C41H50N5O2PbSSi", "method": "wB97M-V/def2-TZVPD", "species": ["Pb", "C", "O", "C", "C", "C", "C", "C", "C", "N", "N", "C", "C", "O", "C", "C", "C", "C", "C", "C", "C", "C", "H", "H", "H", "H", "H", "H", "H", "H", "H", "H", "H", "H", "H", "C", "C", "C", "C", "C", "C", "C", "C", "S", "C", "N", "C", "C", "C", "C", "C", "C", "C", "C", "H", "H", "H", "H", "H", "H", "H", "H", "H", "H", "H", "H", "H", "H", "H", "H", "C", "Si", "C", "C", "H", "H", "H", "H", "H", "H", "H", "H", "H", "C", "C", "C", "C", "N", "N", "H", "H", "H", "H", "H", "H", "H", "H", "H", "H", "H", "H"], "positions_angstrom": [[-1.32, 0.06, -0.87], [0.94, 2.17, -3.43], [0.45, 0.86, -3.14], [1.26, -0.19, -3.42], [2.49, -0.08, -4.07], [3.28, -1.20, -4.25], [2.87, -2.44, -3.78], [1.64, -2.55, -3.15], [0.82, -1.44, -2.98], [-0.47, -1.55, -2.35], [-0.91, -2.74, -2.38], [-2.14, -3.14, -2.01], [-3.26, -2.26, -1.90], [-3.15, -0.99, -1.87], [-4.57, -2.85, -1.86], [-4.74, -4.19, -1.82], [-3.63, -5.10, -1.85], [-3.84, -6.48, -1.79], [-2.77, -7.35, -1.84], [-1.48, -6.84, -1.94], [-1.26, -5.48, -2.00], [-2.33, -4.58, -1.97], [1.09, 2.29, -4.51], [0.16, 2.85, -3.10], [1.86, 2.35, -2.89], [2.83, 0.88, -4.42], [4.23, -1.10, -4.75], [3.49, -3.31, -3.90], [1.29, -3.51, -2.80], [-5.41, -2.16, -1.84], [-5.74, -4.60, -1.77], [-4.85, -6.86, -1.70], [-2.93, -8.42, -1.79], [-0.63, -7.52, -1.97], [-0.25, -5.10, -2.07], [3.26, 3.07, 4.83], [1.89, 2.38, 4.80], [1.21, 2.51, 6.17], [2.10, 0.90, 4.51], [1.02, 3.06, 3.74], [0.70, 4.42, 3.88], [-0.07, 5.10, 2.97], [-0.54, 4.39, 1.86], [-1.48, 4.96, 0.53], [-1.41, 3.37, -0.17], [-0.76, 2.48, 0.53], [-0.24, 3.04, 1.69], [0.54, 2.38, 2.64], [-2.03, 3.09, -1.47], [-2.58, 4.14, -2.22], [-3.12, 3.90, -3.46], [-3.14, 2.62, -3.98], [-2.60, 1.57, -3.25], [-2.05, 1.79, -2.00], [3.89, 2.61, 5.60], [3.18, 4.13, 5.07], [3.77, 2.98, 3.87], [1.82, 2.02, 6.93], [0.23, 2.04, 6.16], [1.09, 3.55, 6.47], [2.72, 0.46, 5.29], [2.62, 0.74, 3.56], [1.16, 0.35, 4.49], [1.07, 4.97, 4.74], [-0.29, 6.15, 3.10], [0.77, 1.33, 2.50], [-2.57, 5.15, -1.82], [-3.54, 4.73, -4.03], [-3.56, 2.43, -4.96], [-2.63, 0.57, -3.65], [-2.30, -2.86, 1.28], [-2.36, -1.00, 1.36], [-1.48, -0.38, 2.87], [-4.05, -0.24, 1.21], [-2.51, -3.23, 2.29], [-1.31, -3.23, 0.99], [-3.04, -3.29, 0.61], [-2.05, -0.76, 3.73], [-1.45, 0.70, 2.94], [-0.47, -0.78, 2.96], [-4.69, -0.65, 1.99], [-4.52, -0.44, 0.24], [-4.00, 0.84, 1.36], [4.76, 0.15, -0.89], [3.59, 0.27, 0.08], [3.63, 1.63, 0.78], [3.64, -0.87, 1.10], [2.38, 0.21, -0.78], [1.14, 0.22, -0.08], [5.70, 0.18, -0.35], [4.74, 0.97, -1.61], [4.71, -0.79, -1.44], [4.57, 1.75, 1.31], [2.82, 1.75, 1.51], [3.54, 2.43, 0.04], [4.55, -0.79, 1.71], [3.66, -1.84, 0.60], [2.80, -0.85, 1.80], [2.41, -0.63, -1.34], [1.01, 1.15, 0.29], [1.15, -0.42, 0.72]], "e_homo_ev": -9.88, "homo_lumo_gap_ev": 6.8, "charge": 1, "max_force_ev_per_a": 0.3}


Record 6
{"formula": "CH7BN", "method": "wB97M-V/def2-TZVPD", "species": ["B", "C", "N", "H", "H", "H", "H", "H", "H", "H"], "positions_angstrom": [[-1.49, -0.07, -0.04], [-0.03, 0.09, 0.58], [1.02, 0.07, -0.45], [-2.40, 0.16, 0.59], [-1.60, -0.39, -1.26], [0.11, 0.96, 1.23], [0.12, -0.75, 1.20], [0.91, -0.52, -1.34], [1.63, -0.38, 0.14], [1.20, 1.00, -0.77]], "e_homo_ev": [-11.56, -16.94], "homo_lumo_gap_ev": [7.6, 6.8], "multiplicity": 3, "charge": 1, "max_force_ev_per_a": 4.7, "s2": 2.004}